Entry 1:
Below is a structure of composition C29H34MnN9O4 in a non-equilibrium geometry, with properties calculated with ωB97M-V/def2-TZVPD.

Last column: Löwdin spin population.
Cartesian coordinates (Å):
1 Mn 0.196 0.125 -0.355  3.828
2 N 7.482 6.958 0.026  0.000
3 C 6.784 6.047 0.042  0.000
4 C 5.876 4.939 0.050  0.000
5 C 6.292 3.669 -0.345  0.000
6 C 5.385 2.625 -0.370  0.000
7 C 4.062 2.828 0.017  0.000
8 C 3.664 4.094 0.447  0.000
9 C 4.557 5.148 0.452  0.000
10 C 3.049 1.753 -0.055  -0.001
11 C 2.444 1.330 1.124  0.006
12 C 2.858 1.605 2.453  0.016
13 C 2.092 0.818 3.287  0.004
14 C 1.216 0.095 2.461  0.014
15 N 1.420 0.384 1.176  -0.025
16 C 2.761 1.167 -1.305  0.007
17 C 3.469 1.296 -2.512  0.017
18 C 2.928 0.377 -3.405  0.007
19 C 1.889 -0.257 -2.735  0.010
20 N 1.754 0.219 -1.479  -0.023
21 H 7.321 3.506 -0.630  0.000
22 H 5.711 1.634 -0.661  0.000
23 H 2.636 4.257 0.746  0.000
24 H 4.248 6.136 0.763  0.000
25 H 3.660 2.269 2.733  0.001
26 H 2.146 0.746 4.361  0.000
27 H 0.454 -0.603 2.776  0.000
28 H 4.289 1.966 -2.703  0.001
29 H 3.248 0.187 -4.416  0.000
30 H 1.259 -1.049 -3.113  0.000
31 O -3.666 0.995 5.516  0.000
32 C -2.841 0.483 4.600  0.000
33 O -2.722 -0.697 4.440  0.000
34 C -2.040 1.445 3.789  0.001
35 C -1.313 2.550 4.170  0.000
36 N -0.621 2.941 3.084  0.001
37 N -0.838 2.170 2.019  0.005
38 C -1.705 1.255 2.431  0.003
39 C -2.178 0.196 1.481  0.012
40 O -3.276 -0.294 1.528  0.013
41 O -1.277 -0.212 0.605  0.058
42 H -3.698 1.957 5.510  0.000
43 H -1.222 3.060 5.115  0.000
44 H 0.027 3.708 3.030  0.000
45 C -2.332 1.965 -1.250  0.000
46 C -3.043 2.890 -2.281  -0.001
47 N -2.122 3.195 -3.361  0.000
48 C -1.799 1.982 -4.083  0.001
49 C -1.176 0.950 -3.095  0.004
50 N -0.995 1.576 -1.764  0.005
51 C -0.165 2.794 -1.927  0.002
52 C -0.921 3.815 -2.831  0.000
53 H -2.917 1.063 -1.068  0.000
54 H -2.190 2.478 -0.306  0.000
55 H -3.364 3.820 -1.814  0.000
56 H -3.925 2.404 -2.698  0.000
57 H -1.101 2.218 -4.886  0.000
58 H -2.712 1.589 -4.531  0.000
59 H -0.202 0.621 -3.459  0.000
60 H -1.828 0.080 -2.976  0.000
61 H 0.786 2.507 -2.378  0.000
62 H 0.030 3.208 -0.936  0.001
63 H -0.291 4.141 -3.658  0.000
64 H -1.212 4.696 -2.258  0.000
65 N -3.662 -4.211 -0.167  0.000
66 C -2.564 -3.787 -1.100  0.001
67 C -1.849 -2.565 -0.514  0.002
68 N -0.736 -2.066 -1.321  0.025
69 H -4.228 -4.962 -0.566  0.000
70 H -4.276 -3.424 0.062  0.000
71 H -3.280 -4.557 0.717  0.000
72 H -3.015 -3.553 -2.063  0.000
73 H -1.883 -4.627 -1.227  0.000
74 H -1.464 -2.808 0.478  0.000
75 H -2.567 -1.752 -0.390  0.000
76 H -1.029 -1.891 -2.277  0.001
77 H 0.029 -2.733 -1.357  0.001

Properties
LUMO level (alpha / beta): -6.7 / -6.4 eV
Net charge: +2
Multiplicity: 5
HOMO energy (alpha / beta): -13.16 / -13.16 eV
Kohn-Sham gap (alpha / beta): 6.497 / 6.746 eV



Entry 2:
Below is a structure of composition C29H34N2O5 in a non-equilibrium geometry, with properties calculated with ωB97M-V/def2-TZVPD.

Last column: Löwdin charge in e.
Cartesian coordinates (Å):
1 C 2.027 2.079 -2.558  -0.014
2 O 1.614 0.713 -2.350  -0.122
3 C 2.268 -0.163 -1.509  -0.159
4 C 2.979 -1.233 -2.409  -0.367
5 O 4.173 -1.488 -2.382  0.133
6 O 2.159 -1.721 -3.339  -0.057
7 C 2.775 -2.427 -4.436  0.000
8 C 3.514 0.246 -0.745  -0.483
9 O 3.771 -0.369 0.280  0.123
10 O 4.320 1.187 -1.265  -0.056
11 C 5.521 1.413 -0.505  -0.014
12 H 1.772 2.323 -3.591  0.096
13 H 1.456 2.695 -1.860  0.098
14 H 3.093 2.195 -2.403  0.076
15 H 2.244 -2.116 -5.340  0.099
16 H 3.817 -2.108 -4.465  0.091
17 H 2.688 -3.504 -4.260  0.103
18 H 6.106 2.155 -1.065  0.100
19 H 5.297 1.802 0.499  0.099
20 H 6.079 0.484 -0.442  0.100
21 C -5.430 -1.518 -0.822  -0.162
22 C -5.323 -2.053 -2.251  -0.161
23 N -3.946 -2.243 -2.620  -0.101
24 C -3.515 -3.038 -3.748  -0.128
25 C -1.971 -2.875 -3.744  -0.089
26 C -1.705 -1.894 -2.649  -0.141
27 C -0.559 -1.319 -2.160  0.047
28 C -0.596 -0.487 -1.003  -0.172
29 C 0.632 -0.219 -0.327  -0.022
30 C 0.672 0.334 1.000  -0.156
31 C 1.721 1.212 1.428  0.027
32 C 1.743 1.712 2.705  -0.149
33 C 0.643 1.489 3.544  -0.165
34 N 0.778 2.148 4.711  -0.108
35 C -0.187 2.083 5.773  -0.165
36 C -1.568 1.723 5.215  -0.163
37 C -1.548 0.569 4.193  -0.138
38 C -0.447 0.687 3.188  -0.152
39 C -0.377 0.071 1.946  0.007
40 C 2.073 2.778 4.835  -0.129
41 C 2.733 2.545 3.452  -0.091
42 C -1.887 -0.029 -0.562  0.022
43 C -3.059 -0.623 -1.017  -0.149
44 C -2.927 -1.572 -2.043  -0.156
45 C -4.444 -0.376 -0.506  -0.138
46 H -6.458 -1.180 -0.657  0.110
47 H -5.241 -2.352 -0.137  0.117
48 H -5.836 -3.023 -2.357  0.123
49 H -5.809 -1.351 -2.962  0.126
50 H -3.825 -4.087 -3.629  0.117
51 H -3.962 -2.665 -4.685  0.118
52 H -1.489 -3.847 -3.570  0.117
53 H -1.620 -2.496 -4.712  0.115
54 H 0.388 -1.595 -2.583  0.094
55 H 1.506 -0.904 -0.648  0.113
56 H 2.525 1.500 0.773  0.098
57 H 0.127 1.334 6.532  0.124
58 H -0.208 3.062 6.278  0.122
59 H -2.221 1.464 6.054  0.109
60 H -1.975 2.621 4.735  0.116
61 H -1.449 -0.382 4.733  0.121
62 H -2.509 0.548 3.673  0.112
63 H -1.141 -0.659 1.676  0.120
64 H 1.960 3.847 5.077  0.117
65 H 2.650 2.304 5.648  0.118
66 H 3.696 2.029 3.567  0.117
67 H 2.920 3.503 2.954  0.114
68 H -1.969 0.732 0.215  0.118
69 H -4.822 0.553 -0.948  0.120
70 H -4.419 -0.224 0.577  0.113

Properties
LUMO level: 0.2 eV
Multiplicity: 1
Energy above the lowest of the compared OMol25 structures with the same formula, charge and spin: 6.5933 eV
HOMO energy: -5.31 eV
Kohn-Sham gap: 5.558 eV



Entry 3:
Below is a structure of composition C29H34N4O2Ru in a non-equilibrium geometry, with properties calculated with ωB97M-V/def2-TZVPD.

Last column: Löwdin spin population.
Cartesian coordinates (Å):
1 Ru 0.138 0.136 -0.203  0.295
2 C 3.149 -0.161 -1.157  0.001
3 N 2.792 0.577 0.048  0.025
4 C 3.350 -0.049 1.242  0.002
5 C 2.323 -0.901 1.993  0.001
6 C 1.245 -0.068 2.701  0.000
7 N 0.064 0.168 1.894  0.002
8 C -0.996 0.569 2.578  0.001
9 C -2.309 0.902 2.181  0.000
10 C -3.184 1.292 3.223  0.000
11 C -4.489 1.662 3.018  0.000
12 C -5.003 1.658 1.721  0.000
13 C -4.204 1.269 0.673  0.000
14 C -2.849 0.867 0.837  -0.001
15 O -2.207 0.486 -0.186  -0.011
16 C 3.153 1.980 -0.094  0.001
17 C 2.506 2.914 0.930  -0.001
18 C 0.950 2.949 0.892  0.000
19 N 0.376 2.221 -0.204  -0.010
20 C -0.226 2.946 -1.125  0.017
21 C -0.755 2.516 -2.358  0.000
22 C -1.440 3.462 -3.147  0.004
23 C -1.943 3.154 -4.389  0.001
24 C -1.780 1.870 -4.897  0.005
25 C -1.108 0.911 -4.155  0.001
26 C -0.582 1.182 -2.879  0.004
27 O 0.079 0.253 -2.266  0.017
28 H 4.227 -0.077 -1.386  0.000
29 H 2.576 0.224 -2.003  0.000
30 H 2.885 -1.210 -1.025  0.001
31 H 3.719 0.728 1.919  0.000
32 H 4.208 -0.682 0.970  0.001
33 H 2.857 -1.503 2.736  0.000
34 H 1.826 -1.572 1.288  0.001
35 H 1.689 0.897 3.002  0.000
36 H 0.954 -0.576 3.638  0.000
37 H -0.847 0.669 3.663  0.000
38 H -2.783 1.290 4.232  0.000
39 H -5.116 1.950 3.852  0.000
40 H -6.027 1.957 1.538  0.000
41 H -4.585 1.242 -0.337  0.000
42 H 2.840 2.299 -1.091  0.000
43 H 4.254 2.108 -0.029  0.001
44 H 2.897 3.913 0.724  0.000
45 H 2.833 2.644 1.937  0.000
46 H 0.640 4.009 0.854  0.000
47 H 0.565 2.542 1.831  0.000
48 H -0.329 4.022 -0.929  0.001
49 H -1.569 4.460 -2.741  0.000
50 H -2.458 3.912 -4.968  0.000
51 H -2.176 1.617 -5.872  0.000
52 H -0.988 -0.094 -4.537  0.000
53 C -0.970 -2.946 2.048  0.002
54 C -0.411 -3.738 0.907  0.015
55 C -0.353 -5.111 0.938  0.002
56 C 0.130 -5.846 -0.140  -0.022
57 C 0.552 -5.175 -1.284  0.001
58 C 0.523 -3.804 -1.367  0.014
59 C 0.954 -3.064 -2.598  0.008
60 C 0.068 -3.018 -0.248  0.086
61 N 0.107 -1.725 -0.282  0.530
62 H -1.571 -3.572 2.707  0.000
63 H -1.584 -2.131 1.659  0.001
64 H -0.167 -2.497 2.634  0.000
65 H -0.695 -5.633 1.825  0.002
66 H 0.157 -6.925 -0.097  -0.002
67 H 0.916 -5.752 -2.128  0.002
68 H 0.789 -3.662 -3.496  0.000
69 H 2.016 -2.808 -2.548  0.000
70 H 0.395 -2.128 -2.667  0.004

Properties
LUMO level (alpha / beta): 2.7 / 2.6 eV
Net charge: -1
Multiplicity: 2
HOMO energy (alpha / beta): -2.52 / -2.19 eV
Kohn-Sham gap (alpha / beta): 5.186 / 4.840 eV



Entry 4:
Below is a structure of composition C29H35AsBCoN3O3P, with properties calculated with ωB97M-V/def2-TZVPD.

Last column: Löwdin spin population.
Cartesian coordinates (Å):
1 Co -1.988 -2.983 -1.133  2.726
2 C -2.176 -4.414 3.869  0.001
3 O -2.938 -4.097 2.689  0.003
4 C -2.352 -3.987 1.523  0.006
5 O -3.029 -3.655 0.542  0.039
6 N -1.024 -4.220 1.427  0.003
7 N -0.453 -4.143 0.151  0.033
8 H -2.890 -4.384 4.684  0.000
9 H -1.403 -3.665 4.035  0.000
10 H -1.757 -5.418 3.792  0.000
11 H -0.477 -4.562 2.200  0.001
12 H -0.204 -5.066 -0.195  0.001
13 H 0.375 -3.548 0.174  0.000
14 O -3.911 -2.774 -1.960  0.041
15 H -4.061 -3.046 -2.874  0.002
16 H -4.583 -3.201 -1.413  0.001
17 B 1.296 -3.311 -4.293  0.004
18 C -0.006 -3.396 -3.419  0.025
19 N -0.937 -3.461 -2.727  0.038
20 H 1.737 -2.201 -4.064  0.002
21 H 0.978 -3.446 -5.446  0.001
22 H 2.021 -4.182 -3.872  0.002
23 C -1.077 0.413 -1.666  0.008
24 C -0.509 1.791 -1.337  0.003
25 As 1.488 1.899 -1.270  0.000
26 C 1.671 3.535 -2.316  0.000
27 C 1.080 3.619 -3.573  0.000
28 C 1.273 4.738 -4.370  0.000
29 C 2.070 5.781 -3.921  0.000
30 C 2.677 5.697 -2.676  0.000
31 C 2.481 4.578 -1.878  0.000
32 C 1.654 2.646 0.524  0.000
33 C 0.888 3.719 0.975  0.000
34 C 0.997 4.157 2.286  0.000
35 C 1.876 3.528 3.161  0.000
36 C 2.651 2.466 2.719  0.000
37 C 2.542 2.030 1.402  0.000
38 P -1.111 -0.852 -0.339  0.039
39 C -1.933 -0.102 1.085  0.009
40 C -1.312 0.882 1.859  0.002
41 C -1.993 1.482 2.905  0.000
42 C -3.302 1.110 3.186  0.000
43 C -3.928 0.136 2.423  0.000
44 C -3.246 -0.470 1.376  0.001
45 C 0.593 -1.236 0.159  0.001
46 C 0.956 -1.461 1.486  0.002
47 C 2.224 -1.948 1.788  0.000
48 C 3.128 -2.226 0.772  0.002
49 C 2.770 -2.007 -0.554  0.000
50 C 1.513 -1.510 -0.856  0.002
51 H -0.572 -0.043 -2.523  0.000
52 H -2.131 0.497 -1.955  0.001
53 H -0.908 2.149 -0.388  0.000
54 H -0.837 2.499 -2.098  0.000
55 H 0.464 2.809 -3.949  0.000
56 H 0.804 4.791 -5.344  0.000
57 H 2.223 6.654 -4.542  0.000
58 H 3.305 6.505 -2.323  0.000
59 H 2.959 4.529 -0.907  0.000
60 H 0.209 4.225 0.297  0.000
61 H 0.402 4.995 2.627  0.000
62 H 1.964 3.876 4.182  0.000
63 H 3.348 1.984 3.392  0.000
64 H 3.149 1.200 1.057  0.000
65 H -0.294 1.184 1.653  0.000
66 H -1.498 2.245 3.491  0.000
67 H -3.837 1.583 3.999  0.000
68 H -4.948 -0.152 2.639  0.000
69 H -3.741 -1.235 0.791  0.001
70 H 0.259 -1.256 2.288  0.000
71 H 2.505 -2.102 2.822  0.000
72 H 4.112 -2.607 1.011  0.000
73 H 3.459 -2.220 -1.361  0.000
74 H 1.264 -1.345 -1.896  0.000

Properties
LUMO level (alpha / beta): -2.5 / -3.1 eV
Net charge: +1
Multiplicity: 4
Energy above the lowest of the compared OMol25 structures with the same formula, charge and spin: 0.0970 eV
HOMO energy (alpha / beta): -10.44 / -10.45 eV
Kohn-Sham gap (alpha / beta): 7.967 / 7.307 eV